1.
DFT (the ωB97M-V functional and the def2-TZVPD basis) results for a 9-piece molecular cluster, C34H84N2O14 overall at a distorted geometry.

The calculation puts the energy at -68259.535 eV. As for the gap between HOMO and LUMO: 8.588 eV.

Geometry as ORCA input:
```
! RIJCOSX wB97M-V def2-TZVPD def2/J DEFGRID3
* xyz 0 1
C 12.072 9.984 8.600
C 10.522 10.084 8.863
C 10.071 11.484 8.415
C 9.776 9.099 7.995
C 9.933 7.670 8.515
C 9.419 7.615 9.948
C 10.181 8.546 10.874
C 9.495 8.659 12.194
C 11.545 7.920 11.078
N 10.131 9.871 10.252
O 10.955 10.727 10.978
H 12.259 10.253 7.557
H 12.832 10.552 9.150
H 12.443 8.888 8.572
H 10.360 11.677 7.362
H 8.948 11.674 8.432
H 10.557 12.178 9.111
H 8.710 9.222 7.959
H 10.241 9.248 7.002
H 9.353 6.954 7.835
H 10.965 7.461 8.483
H 9.498 6.610 10.425
H 8.362 7.968 9.942
H 9.441 7.693 12.681
H 8.460 9.008 12.122
H 10.100 9.375 12.809
H 11.386 7.067 11.772
H 12.267 8.511 11.683
H 12.086 7.566 10.197
H 11.843 10.411 10.908
C 17.138 15.449 15.030
C 16.109 16.266 15.741
C 15.050 16.834 14.755
C 15.454 15.296 16.711
C 14.617 15.914 17.813
C 15.575 16.819 18.615
C 16.147 17.902 17.722
C 15.138 19.069 17.435
C 17.294 18.554 18.541
N 16.752 17.320 16.553
O 17.297 18.378 15.741
H 17.570 16.065 14.283
H 17.965 15.168 15.741
H 16.724 14.543 14.534
H 14.365 17.541 15.285
H 15.611 17.403 13.945
H 14.415 16.060 14.396
H 14.848 14.614 16.107
H 16.159 14.710 17.226
H 13.794 16.565 17.464
H 14.286 15.173 18.540
H 16.312 16.196 19.104
H 15.047 17.266 19.427
H 15.636 19.803 16.767
H 14.923 19.571 18.340
H 14.149 18.693 17.047
H 17.051 18.625 19.616
H 17.615 19.570 18.176
H 18.201 17.966 18.629
H 18.262 18.201 15.894
C 12.677 11.152 18.130
C 13.625 12.117 17.461
C 15.032 12.096 18.090
O 13.851 11.756 16.056
H 12.422 11.374 19.205
H 13.013 10.118 18.127
H 11.715 11.059 17.566
H 13.187 13.128 17.512
H 15.185 12.192 19.187
H 15.666 12.779 17.473
H 15.405 11.072 17.990
H 13.043 12.009 15.615
C 17.889 9.816 11.148
C 17.074 9.618 9.896
C 16.135 8.390 10.015
O 16.214 10.790 9.753
H 18.573 8.948 11.226
H 17.102 9.839 11.913
H 18.462 10.767 11.174
H 17.673 9.595 8.938
H 16.716 7.442 10.156
H 15.537 8.380 9.093
H 15.498 8.622 10.848
H 15.861 10.810 8.846
O 18.358 11.867 14.974
C 19.744 11.629 15.314
C 20.134 10.204 14.815
O 21.479 9.864 15.133
H 18.415 12.318 14.100
H 20.348 12.391 14.890
H 19.795 11.560 16.391
H 19.952 10.062 13.752
H 19.513 9.447 15.292
H 21.991 10.638 14.918
O 8.180 12.143 12.224
C 9.249 13.067 12.507
C 9.839 12.631 13.831
O 11.046 13.424 14.081
H 8.526 11.298 11.898
H 9.948 13.007 11.749
H 8.690 13.985 12.679
H 10.150 11.636 13.759
H 9.073 12.815 14.638
H 11.116 14.132 13.419
O 17.752 13.703 11.899
C 16.912 14.753 11.428
C 16.305 14.532 10.058
O 15.103 13.728 10.049
H 17.208 12.906 11.989
H 16.151 15.049 12.166
H 17.541 15.631 11.269
H 17.044 14.125 9.407
H 15.947 15.488 9.638
H 15.320 12.910 9.610
O 16.415 9.717 14.570
C 15.489 8.682 15.041
C 15.243 7.793 13.816
O 16.480 7.141 13.502
H 16.853 10.168 15.306
H 16.042 8.078 15.793
H 14.542 9.033 15.369
H 14.852 8.413 12.986
H 14.467 7.032 14.066
H 17.101 7.797 13.294
O 15.764 12.113 13.135
C 14.319 12.334 13.179
C 13.591 10.980 12.902
O 13.757 10.633 11.527
H 15.796 11.187 13.527
H 14.012 12.921 14.059
H 14.096 12.863 12.234
H 12.531 11.148 12.976
H 13.987 10.225 13.601
H 14.599 10.913 11.155
*
```

Löwdin population analysis, charges in e, atoms 1 to 99:
1 C -0.01
2 C -0.51
3 C -0.03
4 C -0.15
5 C -0.18
6 C -0.14
7 C -0.56
8 C -0.03
9 C -0.03
10 N -0.07
11 O -0.05
12 H 0.08
13 H 0.07
14 H 0.10
15 H 0.09
16 H 0.11
17 H 0.08
18 H 0.11
19 H 0.13
20 H 0.14
21 H 0.06
22 H 0.13
23 H 0.13
24 H 0.09
25 H 0.09
26 H 0.09
27 H 0.10
28 H 0.08
29 H 0.08
30 H 0.02
31 C -0.04
32 C -0.52
33 C 0.00
34 C -0.17
35 C -0.15
36 C -0.15
37 C -0.52
38 C -0.02
39 C -0.05
40 N -0.09
41 O -0.03
42 H 0.06
43 H 0.11
44 H 0.09
45 H 0.07
46 H 0.10
47 H 0.06
48 H 0.11
49 H 0.09
50 H 0.11
51 H 0.10
52 H 0.12
53 H 0.11
54 H 0.09
55 H 0.06
56 H 0.08
57 H 0.08
58 H 0.09
59 H 0.07
60 H 0.13
61 C -0.07
62 C -0.45
63 C -0.05
64 O -0.07
65 H 0.10
66 H 0.07
67 H 0.09
68 H 0.13
69 H 0.09
70 H 0.07
71 H 0.07
72 H 0.06
73 C -0.05
74 C -0.45
75 C -0.03
76 O -0.10
77 H 0.10
78 H 0.07
79 H 0.09
80 H 0.15
81 H 0.10
82 H 0.08
83 H 0.04
84 H 0.10
85 O -0.09
86 C -0.19
87 C -0.24
88 O -0.06
89 H 0.09
90 H 0.11
91 H 0.12
92 H 0.11
93 H 0.12
94 H 0.07
95 O -0.08
96 C -0.23
97 C -0.20
98 O -0.10
99 H 0.05

=====

2.
DFT (the ωB97M-V functional and the def2-TZVPD basis) results for a 8-piece molecular cluster, C34H84N6O16 overall at a distorted geometry.

The calculation puts the energy at -78311.618 eV. As for the gap between HOMO and LUMO: 4.888 eV.

Geometry as ORCA input:
```
! RIJCOSX wB97M-V def2-TZVPD def2/J DEFGRID3
* xyz -2 1
O 1.107 0.395 -0.343
C 1.138 -0.523 0.699
O 0.540 -0.322 1.791
O 1.534 -1.668 0.450
H 0.948 1.228 0.106
O -0.565 4.148 -0.379
C -0.463 3.527 0.793
O -1.304 3.601 1.682
O 0.468 2.804 1.093
H 0.257 3.905 -0.811
C -4.409 -3.914 -2.217
O -3.348 -3.854 -1.296
C -2.015 -3.476 -1.832
C -1.162 -3.026 -0.627
N -1.167 -4.026 0.534
C -0.770 -5.417 0.130
C 0.692 -5.470 -0.386
O 1.675 -5.043 0.542
C 2.932 -5.229 -0.058
H -5.298 -4.004 -1.592
H -4.197 -4.754 -2.878
H -4.478 -3.020 -2.836
H -2.061 -2.662 -2.556
H -1.590 -4.350 -2.325
H -1.603 -2.076 -0.324
H -0.143 -2.881 -0.986
H -2.136 -3.999 0.818
H -1.405 -5.819 -0.659
H -0.883 -6.194 0.885
H 0.743 -4.895 -1.310
H 0.875 -6.499 -0.696
H 3.682 -4.995 0.698
H 3.209 -4.510 -0.828
H 3.086 -6.291 -0.246
C -1.504 -0.512 7.168
O -2.058 0.658 6.579
C -3.419 0.860 6.737
C -3.967 2.083 6.039
N -3.643 2.099 4.553
C -4.645 1.257 3.727
C -4.304 1.351 2.252
O -2.931 1.024 1.988
C -2.602 0.763 0.675
H -0.419 -0.429 7.115
H -1.754 -1.424 6.626
H -1.868 -0.667 8.184
H -3.670 1.011 7.787
H -4.023 0.023 6.387
H -3.385 2.915 6.435
H -5.043 2.244 6.118
H -3.685 3.034 4.174
H -5.664 1.563 3.965
H -4.576 0.238 4.109
H -4.336 2.368 1.863
H -4.972 0.764 1.622
H -1.602 0.406 0.431
H -2.844 1.707 0.187
H -3.271 0.016 0.248
C 4.488 -1.861 2.526
O 3.863 -3.193 2.614
C 4.543 -4.084 3.486
C 4.023 -3.817 4.940
N 2.710 -4.435 5.072
C 2.227 -4.294 6.438
C 0.994 -5.154 6.584
O -0.071 -4.562 5.831
C -1.369 -5.060 6.187
H 5.557 -1.858 2.314
H 4.258 -1.247 3.397
H 3.964 -1.325 1.735
H 5.623 -3.940 3.432
H 4.342 -5.120 3.212
H 4.075 -2.746 5.134
H 4.678 -4.191 5.727
H 2.639 -5.413 4.828
H 2.067 -3.231 6.620
H 2.940 -4.585 7.210
H 0.739 -5.048 7.638
H 1.218 -6.185 6.311
H -1.462 -6.146 6.198
H -2.111 -4.691 5.479
H -1.541 -4.632 7.174
C -0.923 1.162 -2.507
O -1.156 1.710 -3.769
C -1.081 3.173 -3.768
C -1.197 3.953 -5.042
N -2.468 3.682 -5.625
C -2.722 4.185 -6.997
C -3.975 3.432 -7.550
O -3.786 2.036 -7.450
C -5.004 1.369 -7.574
H 0.095 1.519 -2.351
H -0.992 0.085 -2.662
H -1.555 1.656 -1.769
H -0.111 3.353 -3.304
H -1.727 3.592 -2.996
H -0.416 3.544 -5.683
H -1.028 5.013 -4.855
H -2.642 2.690 -5.701
H -1.828 4.055 -7.607
H -2.926 5.254 -7.053
H -4.093 3.716 -8.596
H -4.861 3.856 -7.077
H -4.842 0.306 -7.750
H -5.737 1.761 -8.279
H -5.501 1.406 -6.605
C 4.241 -1.041 -4.015
C 3.641 -0.897 -2.553
C 3.943 0.468 -1.930
O 5.278 0.925 -2.054
C 6.159 0.339 -1.136
N 2.228 -1.177 -2.624
H 5.320 -0.885 -3.995
H 3.863 -0.393 -4.805
H 4.038 -2.045 -4.388
H 4.048 -1.686 -1.920
H 3.649 0.477 -0.881
H 3.331 1.254 -2.373
H 7.088 0.905 -1.211
H 6.355 -0.732 -1.202
H 5.757 0.642 -0.170
H 1.885 -1.382 -1.696
H 1.740 -0.333 -2.885
C 1.070 7.678 -3.660
C 0.742 6.316 -3.014
C 1.900 5.834 -2.170
O 1.744 4.530 -1.598
C 2.885 3.999 -0.829
N -0.420 6.574 -2.171
H 1.155 8.433 -2.879
H 0.280 8.028 -4.324
H 1.932 7.815 -4.313
H 0.531 5.540 -3.751
H 2.141 6.558 -1.391
H 2.872 5.896 -2.659
H 3.865 4.054 -1.302
H 2.764 2.915 -0.808
H 2.943 4.383 0.189
H -0.383 5.908 -1.413
H -0.204 7.370 -1.589
*
```

Löwdin population analysis, charges in e, atoms 1 to 99:
1 O -0.01
2 C -0.83
3 O -0.04
4 O -0.06
5 H 0.03
6 O 0.05
7 C -0.91
8 O -0.03
9 O -0.01
10 H 0.05
11 C -0.14
12 O -0.23
13 C -0.17
14 C -0.15
15 N 0.00
16 C -0.19
17 C -0.24
18 O -0.14
19 C -0.13
20 H 0.08
21 H 0.08
22 H 0.08
23 H 0.11
24 H 0.10
25 H 0.11
26 H 0.09
27 H 0.08
28 H 0.09
29 H 0.10
30 H 0.11
31 H 0.10
32 H 0.06
33 H 0.09
34 H 0.08
35 C -0.09
36 O -0.15
37 C -0.29
38 C -0.20
39 N -0.02
40 C -0.17
41 C -0.22
42 O -0.17
43 C -0.14
44 H 0.09
45 H 0.08
46 H 0.07
47 H 0.11
48 H 0.11
49 H 0.11
50 H 0.10
51 H 0.09
52 H 0.09
53 H 0.10
54 H 0.12
55 H 0.11
56 H 0.08
57 H 0.08
58 H 0.07
59 C -0.06
60 O -0.18
61 C -0.22
62 C -0.21
63 N -0.04
64 C -0.24
65 C -0.23
66 O -0.18
67 C -0.10
68 H 0.07
69 H 0.08
70 H 0.07
71 H 0.10
72 H 0.11
73 H 0.11
74 H 0.09
75 H 0.11
76 H 0.13
77 H 0.10
78 H 0.11
79 H 0.12
80 H 0.07
81 H 0.09
82 H 0.08
83 C -0.10
84 O -0.21
85 C -0.20
86 C -0.23
87 N -0.06
88 C -0.18
89 C -0.23
90 O -0.18
91 C -0.13
92 H 0.07
93 H 0.10
94 H 0.08
95 H 0.10
96 H 0.13
97 H 0.12
98 H 0.11
99 H 0.10

=====

- The lowest energy belongs to which entry?
  C34H84N6O16